<1>
Formula: C2H2O3S
Source: OMol25
Level of theory: wB97M-V/def2-TZVPD

Last columns: bonded neighbours and bond lengths (Å).
Geometry (Å):
1 C -1.237 -0.890 0.613  O4 1.161, O5 1.149
2 C 0.672 1.266 -0.489  O3 1.188, H7 1.038, H8 1.076
3 O -0.014 2.153 -0.098  C2 1.188
4 O -0.206 -1.338 0.323  C1 1.161, S6 1.636
5 O -2.286 -0.438 0.738  C1 1.149
6 S 1.028 -2.407 0.230  O4 1.636
7 H 0.747 0.974 -1.482  C2 1.038
8 H 1.295 0.680 0.164  C2 1.076

E_HOMO	-8.88	eV
gap between HOMO and LUMO	0.3192	hartree
LUMO	-0.19	eV
2S+1	1


<2>
Formula: C2H2O3S
Source: OMol25
Level of theory: wB97M-V/def2-TZVPD

Last columns: bonded neighbours and bond lengths (Å).
Geometry (Å):
1 C 0.723 0.366 0.000  C2 1.587, O5 1.312, S8 1.629
2 C -0.725 -0.283 -0.031  C1 1.587, O6 1.292, O7 1.200
3 H -0.519 1.795 0.109  O5 1.017
4 H 0.219 -1.933 -0.054  O6 0.940
5 O 0.488 1.650 0.124  C1 1.312, H3 1.017
6 O -0.617 -1.557 0.154  C2 1.292, H4 0.940
7 O -1.754 0.306 -0.213  C2 1.200
8 S 2.187 -0.343 -0.090  C1 1.629

structure (SMILES)	O=C(O)C(O)=S
E_HOMO	-9.82	eV
gap between HOMO and LUMO	0.3307	hartree
LUMO	-0.83	eV
2S+1	1


Energy comparison, zero being the most stable, in kcal/mol: <1> 89.6; <2> 0.0.


<1>
Formula: C2H5NS2
Source: OMol25
Level of theory: wB97M-V/def2-TZVPD

Last columns: bonded neighbours and bond lengths (Å).
Geometry (Å):
1 C 0.427 1.186 -0.080  C2 1.523, H3 1.288, H4 1.291, H5 1.152
2 C 0.704 -0.311 -0.109  C1 1.523, N8 1.295, S9 1.701
3 H 1.408 1.812 0.472  C1 1.288
4 H -0.599 1.434 0.663  C1 1.291
5 H 0.199 1.420 -1.185  C1 1.152
6 H 0.148 -2.173 0.127  N8 0.984
7 H -2.767 -0.927 0.658  S10 1.572
8 N -0.143 -1.236 0.214  C2 1.295, H6 0.984, S10 1.859
9 S 2.345 -0.702 -0.324  C2 1.701
10 S -1.722 -0.502 -0.436  H7 1.572, N8 1.859

structure (SMILES)	CC(=S)NS
E_HOMO	-8.22	eV
gap between HOMO and LUMO	0.2948	hartree
LUMO	-0.20	eV
2S+1	1


<2>
Formula: C2H5NS2
Source: OMol25
Level of theory: wB97M-V/def2-TZVPD

Last columns: bonded neighbours and bond lengths (Å).
Geometry (Å):
1 C 0.923 0.039 -0.479  N3 1.405, S4 1.820, S5 1.797, H6 1.089
2 C -1.444 -0.102 0.101  N3 1.429, H7 1.095, H8 1.089, H9 1.092
3 N -0.071 -0.152 0.495  C1 1.405, C2 1.429, S4 1.921
4 S 0.911 -1.721 -0.018  C1 1.820, N3 1.921
5 S 2.305 1.072 0.028  C1 1.797, H10 1.331
6 H 0.659 0.253 -1.513  C1 1.089
7 H -1.636 -0.530 -0.889  C2 1.095
8 H -2.033 -0.630 0.851  C2 1.089
9 H -1.737 0.950 0.101  C2 1.092
10 H 2.124 0.821 1.323  S5 1.331

structure (SMILES)	CN1S[C@@H]1S
E_HOMO	-8.94	eV
gap between HOMO and LUMO	0.3381	hartree
LUMO	0.26	eV
2S+1	1


Energy comparison, zero being the most stable, in kcal/mol: <1> 34.4; <2> 0.0.


<1>
Formula: C6H8
Source: OMol25
Level of theory: wB97M-V/def2-TZVPD

Last columns: bonded neighbours and bond lengths (Å).
Geometry (Å):
1 C 2.496 -0.694 0.008  C2 1.200, H7 1.067
2 C 1.594 0.098 0.000  C1 1.200, C3 1.498
3 C 0.567 1.188 -0.024  C2 1.498, C4 1.514, H8 1.086, H9 1.104
4 C -0.823 0.595 -0.128  C3 1.514, C5 1.510, C6 1.479, H10 1.075
5 C -1.156 -0.556 0.791  C4 1.510, C6 1.527, H11 1.078, H12 1.082
6 C -1.156 -0.715 -0.728  C4 1.479, C5 1.527, H13 1.113, H14 1.095
7 H 3.371 -1.302 -0.050  C1 1.067
8 H 0.893 1.838 -0.830  C3 1.086
9 H 0.578 1.710 0.948  C3 1.104
10 H -1.544 1.390 -0.190  C4 1.075
11 H -0.375 -1.044 1.352  C5 1.078
12 H -2.082 -0.539 1.349  C5 1.082
13 H -0.287 -1.244 -1.178  C6 1.113
14 H -2.078 -0.724 -1.319  C6 1.095

structure (SMILES)	C#CCC1CC1
E_HOMO	-9.89	eV
gap between HOMO and LUMO	0.4059	hartree
LUMO	1.15	eV
2S+1	1


<2>
Formula: C6H8
Source: OMol25
Level of theory: wB97M-V/def2-TZVPD

Last columns: bonded neighbours and bond lengths (Å).
Geometry (Å):
1 C 0.881 -0.029 -1.138  C2 1.515, C5 1.552, H7 1.094, H8 1.093
2 C 0.525 -1.072 -0.098  C1 1.515, C3 1.485, C6 1.482, H9 1.082
3 C 0.162 -0.333 1.137  C2 1.485, C4 1.482, C6 1.784, H10 1.105
4 C -0.303 1.053 0.889  C3 1.482, C5 1.700, H11 1.091, H12 1.117
5 C -0.476 0.613 -0.744  C1 1.552, C4 1.700, C6 1.519, H13 1.097
6 C -0.916 -0.745 -0.224  C2 1.482, C3 1.784, C5 1.519, H14 1.081
7 H 0.939 -0.509 -2.120  C1 1.094
8 H 1.755 0.598 -0.944  C1 1.093
9 H 0.916 -2.074 0.020  C2 1.082
10 H 0.622 -0.644 2.092  C3 1.105
11 H -1.365 1.195 1.093  C4 1.091
12 H 0.215 1.831 1.501  C4 1.117
13 H -1.050 1.263 -1.416  C5 1.097
14 H -1.903 -1.147 -0.048  C6 1.081

structure (SMILES)	C1[C@H]2C[C@H]3[C@@H]1[C@@H]23
E_HOMO	-7.93	eV
gap between HOMO and LUMO	0.3355	hartree
LUMO	1.20	eV
2S+1	1


Energy comparison, zero being the most stable, in kcal/mol: <1> 0.0; <2> 35.1.


<1>
Formula: C6H8
Source: OMol25
Level of theory: wB97M-V/def2-TZVPD

Last columns: bonded neighbours and bond lengths (Å).
Geometry (Å):
1 C -1.473 0.472 0.050  C2 1.503, C6 1.509, H7 1.088, H8 1.088
2 C -0.289 0.444 -0.876  C1 1.503, C3 1.536, C6 1.510, H9 1.087
3 C 1.051 0.851 -0.245  C2 1.536, C4 1.517, H10 1.100, H11 1.095
4 C 1.427 -0.343 0.612  C3 1.517, C5 1.334, H12 1.087
5 C 0.415 -1.206 0.713  C4 1.334, C6 1.492, H13 1.086
6 C -0.723 -0.818 -0.171  C1 1.509, C2 1.510, C5 1.492, H14 1.086
7 H -1.353 1.033 0.975  C1 1.088
8 H -2.485 0.498 -0.347  C1 1.088
9 H -0.404 0.537 -1.953  C2 1.087
10 H 0.915 1.716 0.421  C3 1.100
11 H 1.809 1.146 -0.979  C3 1.095
12 H 2.381 -0.425 1.126  C4 1.087
13 H 0.391 -2.094 1.338  C5 1.086
14 H -1.254 -1.596 -0.712  C6 1.086

structure (SMILES)	C1=C[C@H]2C[C@H]2C1
E_HOMO	-8.78	eV
gap between HOMO and LUMO	0.3687	hartree
LUMO	1.26	eV
2S+1	1


<2>
Formula: C6H8
Source: OMol25
Level of theory: wB97M-V/def2-TZVPD

Last columns: bonded neighbours and bond lengths (Å).
Geometry (Å):
1 C -0.415 0.816 -2.679  C3 1.208, C4 1.364
2 C -0.653 1.141 -0.127  C4 1.229, C5 1.441
3 C -0.551 0.861 -3.878  C1 1.208, H8 1.058
4 C -0.469 0.901 -1.318  C1 1.364, C2 1.229
5 C -0.812 1.343 1.290  C2 1.441, H9 1.083, H10 1.104, H11 1.133
6 C 1.191 -1.977 1.331  H7 1.079, H12 1.028, H13 1.037, H14 1.076
7 H 1.076 -3.027 1.111  C6 1.079
8 H -0.176 0.632 -4.841  C3 1.058
9 H -0.945 2.416 1.349  C5 1.083
10 H -0.034 0.927 1.953  C5 1.104
11 H -1.752 0.845 1.681  C5 1.133
12 H 2.049 -1.712 1.829  C6 1.028
13 H 0.300 -1.821 1.839  C6 1.037
14 H 1.191 -1.346 0.460  C6 1.076

structure (SMILES)	C#CC#CC.C
E_HOMO	-9.19	eV
gap between HOMO and LUMO	0.3670	hartree
LUMO	0.80	eV
2S+1	1


<3>
Formula: C6H8
Source: OMol25
Level of theory: wB97M-V/def2-TZVPD

Last columns: bonded neighbours and bond lengths (Å).
Geometry (Å):
1 C -0.655 0.891 -1.110  C2 1.307, C3 1.401, H7 1.092
2 C -0.880 -0.338 -0.725  C1 1.307, C6 1.494
3 C 0.305 1.813 -0.673  C1 1.401, C4 1.306
4 C 0.807 2.715 0.127  C3 1.306, H8 1.122, H9 1.061
5 C -0.291 -2.113 0.886  C6 1.486, H10 1.014, H11 1.123, H12 1.063
6 C 0.174 -1.289 -0.259  C2 1.494, C5 1.486, H13 1.059, H14 1.138
7 H -1.409 1.373 -1.735  C1 1.092
8 H 0.480 2.916 1.181  C4 1.122
9 H 1.558 3.389 -0.202  C4 1.061
10 H -1.270 -2.133 0.621  C5 1.014
11 H -0.217 -1.494 1.820  C5 1.123
12 H 0.035 -3.109 1.061  C5 1.063
13 H 0.310 -1.984 -1.048  C6 1.059
14 H 1.053 -0.638 0.057  C6 1.138

E_HOMO (alpha / beta)	-7.71 / -8.63	eV
gap between HOMO and LUMO (alpha / beta)	0.2665 / 0.3018	hartree
LUMO (alpha / beta)	-0.46 / -0.42	eV
2S+1	1


Energy comparison, zero being the most stable, in kcal/mol: <1> 0.0; <2> 64.6; <3> 108.4.